Density functional theory data (wB97M-V/def2-TZVPD) for C14H9LiN7O7 as an isolated structure.

XYZ file:
```
38
Properties=species:S:1:pos:R:3:forces:R:3:mulliken_charge:R:1
N 2.81959 -1.18423 -0.24538 0.0 0.0 0.0 0.17
H -3.93798 1.48380 -0.63099 0.0 0.0 0.0 0.60
C -0.30277 1.99626 0.45491 0.0 0.0 0.0 -0.51
H 2.94358 -0.46793 0.45226 0.0 0.0 0.0 0.22
N 1.06697 2.17686 0.94871 0.0 0.0 0.0 1.16
C 3.41709 -1.19832 -1.47867 0.0 0.0 0.0 -0.46
H 4.14751 -0.46336 -1.76408 0.0 0.0 0.0 0.42
C -2.04019 0.55097 -0.34052 0.0 0.0 0.0 -0.64
H -0.57619 -4.36677 2.87597 0.0 0.0 0.0 0.44
N 0.80393 -1.60639 1.92433 0.0 0.0 0.0 0.18
O -3.76015 -0.97830 -0.82498 0.0 0.0 0.0 -0.74
C -2.43506 2.87914 0.03328 0.0 0.0 0.0 -0.18
H -0.32367 -1.76392 3.74152 0.0 0.0 0.0 0.42
H -0.78468 4.07793 0.72409 0.0 0.0 0.0 0.60
O 1.52222 3.29060 1.00069 0.0 0.0 0.0 -0.64
C 0.05455 -2.26189 2.86651 0.0 0.0 0.0 -0.37
C 1.88548 -2.17102 -0.23209 -0.1 -0.1 0.0 0.11
H 0.98843 -0.61291 1.88280 0.0 0.0 0.0 0.23
C -1.13143 3.09914 0.43532 0.0 0.0 0.0 -0.61
C -0.05876 -3.54346 2.41272 0.0 0.0 0.0 -0.56
H -0.04795 -0.09635 0.03192 0.0 0.0 0.0 0.73
N 0.56305 -0.06252 -2.77426 0.0 0.0 0.1 -0.95
C -2.90884 1.63318 -0.33919 0.0 0.0 0.0 -0.59
C 1.09287 -2.51163 0.94799 0.0 0.0 0.0 0.75
N 0.59857 -3.69416 1.22110 0.0 0.0 0.0 -0.72
O -1.63293 -1.67562 -1.04261 0.0 0.0 0.1 -0.73
C -0.72677 0.73940 0.05866 0.0 0.0 0.0 1.04
C -2.54025 -0.83575 -0.77897 -0.1 0.0 0.0 0.19
C 2.81447 -2.21020 -2.16086 0.0 0.0 0.0 -0.32
O -2.92721 5.10236 0.41042 0.0 0.0 0.0 -0.64
N 1.85059 -2.80806 -1.38577 0.0 0.1 0.0 -0.75
C 1.15719 0.84992 -2.30958 0.1 0.0 -0.1 0.83
N -3.35531 4.03179 0.02053 0.0 0.0 0.0 1.04
Li -0.17346 -1.67998 -2.09254 0.1 -0.1 0.0 0.95
O 1.77200 1.77205 -1.82786 0.0 0.0 0.1 -0.70
O 1.66913 1.17720 1.33355 0.0 0.0 0.0 -0.76
O -4.48904 3.84818 -0.37029 0.0 0.0 0.0 -0.63
H 2.98541 -2.51599 -3.17864 0.0 0.0 0.0 0.42
```
Positions in Å, forces in eV/Å.

Results
charge: -1
relative energy (zero: lowest compared OMol25 entry of this formula, charge and spin): 8.3 kcal/mol
gap between HOMO and LUMO: 7.40 eV
E_HOMO: -5.80 eV
LUMO energy: 0.0588 Ha

Density functional theory data (wB97M-V/def2-TZVPD) for one molecule with the formula C19H25N3O4 at a distorted geometry.

XYZ file:
```
51
Properties=species:S:1:pos:R:3:forces:R:3:mulliken_charge:R:1
C -0.25286 2.29551 -0.01150 0.2 0.0 0.1 -0.84
C 0.19370 -3.87886 -1.08840 -0.3 -0.1 0.6 0.45
H -1.43353 0.51890 3.95112 0.1 0.0 0.1 0.28
N -1.41103 0.09308 0.02812 -0.2 1.4 -0.2 -0.82
H -4.71210 -3.06112 -3.63977 -0.1 0.0 0.1 0.38
C 4.44755 5.71770 1.94373 0.1 0.1 0.1 -0.87
C 2.46654 3.91764 2.88089 0.3 0.3 -0.2 -0.66
C 1.47430 3.02829 3.27076 -0.4 -0.3 0.0 -0.90
C -1.42869 -3.42536 -2.87278 0.2 -0.3 -0.1 -0.14
H -2.91722 -2.17114 -5.04737 0.0 0.0 -0.1 0.30
C -0.35092 0.82245 0.11872 -0.6 -0.3 -0.3 0.65
C -0.59012 1.20772 3.96775 -0.1 -0.1 0.2 -1.06
H -3.29801 -0.82420 -3.96512 0.0 0.1 -0.1 0.38
H -1.56409 -2.89802 -0.84021 0.2 -0.1 0.0 0.46
O -0.40897 1.61147 2.63395 0.1 0.3 -0.3 -0.31
H 2.02568 -2.24545 -0.01069 0.0 0.0 0.1 0.34
H -0.82877 2.05726 4.61559 0.0 0.0 0.0 0.36
H 5.06301 4.95435 2.43104 0.0 0.0 0.0 0.35
H -0.47511 -3.71668 0.96638 0.0 0.0 0.1 0.34
H 0.29344 0.69012 4.35671 0.0 0.0 0.0 0.39
H 1.40614 2.76172 4.31348 0.0 0.0 0.1 0.43
O 3.52331 5.14517 1.05173 -0.2 -0.1 -0.2 -0.43
C 1.70211 3.74506 0.61709 0.1 0.0 0.2 -0.66
H 0.07670 2.54889 -1.02201 0.0 0.0 0.0 0.34
H 1.51170 -2.27747 1.67649 0.0 0.0 -0.1 0.32
C -1.52790 -1.97569 -3.39947 0.0 0.0 -0.1 -0.19
H -0.67979 -4.00611 -3.41687 -0.1 0.1 0.1 0.43
C 0.59234 2.49712 2.34505 0.2 0.1 0.1 0.64
C -3.76087 -2.81237 -3.17167 0.0 -0.1 -0.2 -0.62
O 0.75244 0.07301 0.34560 0.1 0.0 0.0 -0.36
H -3.95769 -2.37731 -2.19096 -0.1 0.0 0.1 0.28
H -1.42945 -1.28662 -2.55931 0.0 0.0 0.0 -0.18
H -0.74168 -1.74962 -4.11755 0.1 0.1 0.0 0.34
H 1.81137 4.03801 -0.41529 0.0 0.0 -0.2 0.39
H -1.25721 2.69693 0.13947 0.0 -0.1 -0.1 0.29
C -2.92578 -1.84650 -4.00555 0.0 0.1 0.1 -0.71
C 0.71048 2.86674 0.99519 0.0 0.0 0.1 0.84
N -1.01762 -3.45472 -1.48664 -0.3 0.0 -0.1 -0.12
C 2.59023 4.28445 1.55037 -0.1 -0.1 0.1 0.48
C 1.15395 -2.33581 0.64343 0.2 0.0 0.1 -0.62
H -3.09613 -4.66192 -2.19665 0.0 -0.1 0.0 0.37
H 3.94825 6.32377 2.70687 0.0 0.0 0.0 0.34
C 0.25634 -1.18226 0.39735 -0.5 -0.1 0.0 0.62
C -2.83889 -4.02150 -3.03870 -0.1 0.0 0.0 -0.93
H 3.13120 4.30788 3.63474 0.1 0.1 0.0 0.39
H 5.08475 6.35862 1.33654 0.0 0.0 0.1 0.24
O 1.01564 -4.38754 -1.82489 0.5 -0.1 -0.2 -0.70
H 1.11926 -4.47803 0.73572 -0.1 0.0 -0.1 0.41
H -2.88011 -4.61985 -3.94915 0.0 0.0 0.0 0.32
N -1.02303 -1.19003 0.21222 0.6 -1.0 0.4 -0.11
C 0.45714 -3.67768 0.40445 0.1 0.1 -0.2 -0.91
```
Positions in Å, forces in eV/Å.

Results
relative energy (zero: lowest compared OMol25 entry of this formula, charge and spin): 64.0 kcal/mol
gap between HOMO and LUMO: 8.84 eV
E_HOMO: -8.24 eV
LUMO energy: 0.0221 Ha